Record 1
The following is a quantum chemistry calculation of C3H2Cl2O in the gas phase, from the OMol25 dataset.

Geometry (Å):
O 1.64 1.77 1.10
C 1.33 0.84 0.46
C 0.63 -0.11 -0.19
Cl 1.35 -1.26 -1.16
C -0.82 -0.05 -0.10
Cl -1.66 -1.61 0.56
H -1.12 -0.28 -1.18
H -1.34 0.71 0.52

total charge = 0
gap between HOMO and LUMO = 8.86 eV
strongest force on any atom = 0.0617 hartree/bohr
structure (SMILES) = O=C=C(Cl)CCl
ΔE to the lowest compared entry with this formula, charge and spin = 131.7 kJ/mol


Record 2
The following is a quantum chemistry calculation of 2 unconnected molecules or ions with the total composition C3H2Cl2O2, from the OMol25 dataset.

Geometry (Å):
C -0.12 0.99 0.00
C -0.33 0.04 -1.11
C 0.45 -0.82 0.93
O -0.79 1.08 1.03
O 1.53 -0.79 1.44
Cl 0.88 -0.11 -2.27
Cl -1.81 -0.77 -1.11
H 0.75 1.58 -0.20
H -0.55 -1.20 1.29

total charge = 0
gap between HOMO and LUMO (alpha / beta) = 8.11 / 8.12 eV
strongest force on any atom = 0.0739 hartree/bohr
ΔE to the lowest compared entry with this formula, charge and spin = 356.8 kJ/mol


- Which formula does entry 2 have?
  C3H2Cl2O2


- Which formula does entry 2 have?
  C3H2Cl2O2


- The highest strongest force on any atom belongs to which entry?
  C3H2Cl2O2